{
  "formula": "C22H24N2O3S",
  "method": "the ωB97M-V functional and the def2-TZVPD basis",
  "charge": 0,
  "e_tot_ha": -1586.17461,
  "lumo_energy_ev": -0.1,
  "e_above_lowest_kcal_mol": 6.2,
  "symbols": ["C", "O", "C", "C", "C", "N", "C", "O", "C", "N", "C", "O", "C", "C", "C", "C", "C", "C", "C", "C", "C", "S", "C", "C", "C", "C", "C", "C", "H", "H", "H", "H", "H", "H", "H", "H", "H", "H", "H", "H", "H", "H", "H", "H", "H", "H", "H", "H", "H", "H", "H", "H"],
  "positions_angstrom": [[4.43, -1.37, -0.54], [4.73, -0.13, 0.06], [4.06, 0.97, -0.50], [2.56, 1.02, -0.19], [1.93, 2.33, -0.67], [0.51, 2.35, -0.45], [-0.05, 3.02, 0.57], [0.57, 3.70, 1.37], [-1.58, 2.86, 0.64], [-1.99, 1.54, 1.09], [-2.12, 0.58, 0.14], [-1.79, 0.80, -1.02], [-2.73, -0.71, 0.53], [-2.56, -1.87, -0.11], [-1.59, -2.17, -1.16], [-0.29, -1.68, -1.14], [0.60, -2.00, -2.14], [0.22, -2.82, -3.20], [1.18, -3.14, -4.30], [-1.08, -3.33, -3.21], [-1.97, -3.02, -2.20], [-4.00, -0.62, 1.77], [-3.15, 0.42, 2.92], [-3.43, 0.30, 4.27], [-2.77, 1.09, 5.19], [-1.80, 1.98, 4.75], [-1.53, 2.12, 3.41], [-2.21, 1.35, 2.46], [3.41, -1.71, -0.29], [5.14, -2.08, -0.14], [4.53, -1.32, -1.63], [4.54, 1.85, -0.06], [4.21, 1.00, -1.59], [2.41, 0.91, 0.88], [2.05, 0.18, -0.69], [2.36, 3.17, -0.12], [2.12, 2.47, -1.74], [-0.09, 1.77, -1.02], [-1.98, 3.61, 1.32], [-1.99, 3.01, -0.37], [-3.21, -2.69, 0.17], [0.03, -1.06, -0.31], [1.61, -1.62, -2.11], [1.16, -2.36, -5.06], [0.92, -4.08, -4.78], [2.20, -3.21, -3.92], [-1.39, -3.97, -4.02], [-2.97, -3.42, -2.23], [-4.18, -0.41, 4.58], [-3.00, 1.00, 6.24], [-1.26, 2.59, 5.46], [-0.76, 2.81, 3.09]]
}